No. 1
144
Properties=species:S:1:pos:R:3:forces:R:3 method="wB97M-V/def2-TZVPD" e_homo_ev=-6.942 lumo_energy_ev=0.30
C -2.451 -3.548 -2.937 1.5 -4.5 -6.2
C -1.540 -3.215 -4.127 3.5 -2.0 0.4
C -0.046 -3.851 -3.816 -1.3 0.8 -0.9
C 0.818 -4.084 -5.078 -0.2 -1.9 1.2
C 0.089 -4.922 -6.138 0.2 0.4 1.5
C -1.180 -4.234 -6.599 -0.7 0.0 0.3
N -2.060 -3.899 -5.368 1.9 -0.5 0.6
O -3.153 -3.169 -5.768 -1.1 1.5 -1.1
C -0.789 -3.115 -7.543 -0.3 0.9 -0.5
C -2.000 -5.244 -7.418 -0.3 -0.7 -0.3
C -1.324 -1.681 -4.176 -2.1 0.6 -3.1
H -2.498 -4.564 -2.546 -0.2 -0.7 -1.1
H -3.414 -3.200 -3.311 -0.4 0.1 1.0
H -2.075 -3.079 -2.028 4.3 -7.2 -3.1
H 0.447 -3.244 -3.058 0.3 -0.3 -1.4
H -0.191 -4.728 -3.185 0.0 -0.8 -0.9
H 1.549 -4.794 -4.691 0.6 0.1 0.0
H 1.428 -3.311 -5.545 -0.6 0.6 0.4
H -0.189 -5.873 -5.683 0.0 -0.2 0.0
H 0.873 -5.111 -6.870 -0.7 -0.1 -0.8
H -1.608 -2.444 -7.801 -0.4 -0.4 -0.1
H -0.012 -2.402 -7.268 0.3 -0.4 0.6
H -0.450 -3.635 -8.438 0.0 0.3 -0.2
H -1.378 -5.841 -8.085 0.5 0.4 -0.2
H -2.454 -6.043 -6.832 -0.2 0.3 0.6
H -2.772 -4.823 -8.062 0.0 0.3 0.2
H -0.590 -1.365 -4.917 0.7 -0.4 0.2
H -1.128 -1.170 -3.233 -1.3 0.3 -1.9
H -2.200 -1.261 -4.670 -0.5 0.2 0.4
H -3.962 -3.678 -5.679 0.2 -0.6 0.1
C 1.562 -0.220 0.896 -1.6 0.2 0.1
C 0.029 -0.019 1.087 1.0 1.6 0.1
C -0.469 1.375 0.529 0.0 -4.4 -1.7
C -0.737 1.295 -1.006 -1.2 0.3 1.5
C -1.747 0.145 -1.345 2.8 -0.7 -0.2
C -1.192 -1.286 -0.864 0.4 0.5 0.9
N -0.804 -1.115 0.604 -1.4 0.9 -2.0
O -0.514 -2.376 1.140 11.3 1.7 -5.1
C -2.419 -2.240 -1.036 -0.5 5.8 7.6
C -0.073 -1.948 -1.739 0.3 1.0 1.5
C -0.264 0.186 2.635 2.9 -2.1 -11.7
H 1.999 -0.030 -0.084 -0.7 0.6 0.0
H 1.889 -1.238 1.104 -3.4 1.7 0.0
H 2.133 0.357 1.623 -0.7 0.0 -0.9
H -1.371 1.699 1.048 0.5 -0.6 -0.9
H 0.263 2.118 0.846 -0.1 -6.7 -3.2
H 0.152 1.257 -1.636 -0.7 -1.0 0.0
H -1.107 2.292 -1.244 -0.7 0.0 -0.4
H -1.620 0.127 -2.427 -1.2 0.1 0.0
H -2.783 0.204 -1.012 0.2 0.5 -0.1
H -2.513 -2.487 -2.093 -5.2 8.3 1.4
H -2.360 -3.225 -0.572 0.3 0.0 0.2
H -3.208 -1.777 -0.443 -0.6 0.3 -0.3
H 0.920 -1.505 -1.656 -0.2 0.8 -0.3
H 0.123 -2.973 -1.423 -0.9 1.3 -0.8
H -0.415 -2.000 -2.773 1.7 -0.2 2.5
H 0.153 1.073 3.113 0.1 -0.8 -2.6
H -0.048 -0.687 3.250 3.9 -1.7 -3.3
H -1.347 0.179 2.758 -0.8 1.2 -4.1
H -1.386 -2.773 1.204 1.6 2.1 -4.1
C 1.956 2.416 -1.366 -0.3 0.5 0.0
C 3.127 3.051 -0.569 0.7 0.1 -0.4
C 3.427 4.441 -1.194 -0.5 -0.4 -0.5
C 2.449 5.550 -0.954 -0.5 0.8 0.4
C 2.199 5.789 0.527 0.5 -1.3 -1.2
C 1.910 4.402 1.207 -1.1 0.8 0.9
N 2.880 3.304 0.864 0.8 4.3 -1.9
O 2.720 2.215 1.645 -0.1 -1.0 0.8
C 2.033 4.725 2.750 3.2 -0.9 -0.9
C 0.440 3.878 0.875 0.6 3.5 -2.3
C 4.420 2.174 -0.787 -0.2 0.0 0.4
H 1.263 1.749 -0.854 1.6 0.5 0.6
H 2.237 1.906 -2.288 0.6 -0.2 0.1
H 1.299 3.200 -1.741 0.0 0.3 0.1
H 4.377 4.874 -0.880 0.4 -0.7 -0.2
H 3.335 4.277 -2.267 0.9 -0.1 -0.2
H 1.499 5.434 -1.476 0.0 -0.2 -0.1
H 2.923 6.456 -1.332 -0.2 0.1 -0.4
H 1.419 6.548 0.586 -0.5 -0.5 0.6
H 3.092 6.289 0.901 0.2 -0.4 0.5
H 1.229 5.353 3.134 0.9 0.8 0.0
H 1.865 3.768 3.244 2.8 1.7 -0.7
H 3.065 4.982 2.988 0.1 0.9 -0.3
H 0.137 4.045 -0.159 0.5 -0.3 -0.5
H 0.268 2.844 1.173 0.9 6.8 0.8
H -0.353 4.364 1.444 0.2 0.6 -1.6
H 4.478 1.778 -1.801 -0.4 -0.1 0.0
H 4.474 1.336 -0.092 -0.4 -0.3 -0.1
H 5.396 2.644 -0.666 -0.3 0.8 0.3
H 3.644 2.033 1.832 0.0 -0.6 0.7
C -1.910 4.835 2.827 -1.0 -1.2 -1.0
C -1.202 3.747 3.687 0.0 -0.6 -0.9
C -1.226 4.306 5.076 0.4 -0.6 3.2
C -1.052 3.272 6.235 -0.1 -1.6 -2.1
C -1.862 2.003 5.969 -0.6 0.3 0.4
C -1.925 1.389 4.525 0.9 0.9 2.6
N -2.001 2.524 3.611 -2.0 0.0 1.7
O -2.334 2.129 2.315 -0.8 0.5 0.3
C -0.725 0.407 4.461 -2.3 2.1 9.9
C -3.239 0.572 4.465 0.4 0.9 -0.1
C 0.194 3.403 3.148 -2.0 -0.2 2.1
H -2.962 4.964 3.083 0.0 -0.2 0.7
H -2.010 4.377 1.843 0.0 0.6 -0.3
H -1.529 5.853 2.754 0.7 -0.3 0.2
H -0.335 4.860 5.369 -0.2 1.1 -1.2
H -2.142 4.867 5.260 0.1 0.2 -0.2
H -1.288 3.578 7.254 0.2 0.6 -0.3
H -0.010 2.962 6.161 0.3 0.1 0.5
H -2.876 2.228 6.300 -0.3 -0.1 0.0
H -1.445 1.259 6.648 -0.4 -0.2 0.0
H -0.855 -0.211 3.573 -3.1 -1.0 8.5
H 0.272 0.845 4.433 -0.6 0.2 1.6
H -0.673 -0.091 5.429 -0.5 -0.5 0.4
H -3.164 -0.257 5.169 0.0 -0.3 -0.5
H -4.081 1.183 4.790 0.0 0.2 0.1
H -3.457 0.330 3.425 0.0 -0.8 0.1
H 0.463 4.180 2.431 -1.1 -1.3 3.3
H 0.306 2.531 2.504 -0.6 0.0 1.8
H 0.983 3.385 3.899 -2.2 -1.1 1.2
H -3.294 2.132 2.326 -0.3 0.2 -0.2
O 2.915 -1.878 -0.320 4.0 1.6 -7.4
H 2.190 -2.472 -0.125 -1.0 -1.6 -0.2
H 2.901 -1.787 -1.273 0.4 0.4 -0.1
O 2.129 -3.473 2.250 -1.1 -3.1 2.0
H 2.860 -2.867 2.365 -1.1 -1.3 0.5
H 1.535 -3.023 1.649 0.0 -0.2 0.7
O -2.153 -2.364 1.970 -12.0 3.5 7.6
H -1.553 -1.734 2.370 0.0 0.4 0.2
H -2.869 -1.829 1.628 -0.7 -0.1 0.0
O 1.525 -3.485 -0.047 -1.2 -3.0 -0.3
H 1.730 -4.301 -0.502 0.3 -0.2 0.1
H 0.592 -3.348 -0.208 0.3 0.4 0.6
O -0.362 -4.488 -0.768 -0.7 -2.6 -1.9
H -0.578 -4.258 0.136 -1.0 -0.6 1.2
H -1.209 -4.654 -1.182 -0.1 -0.4 0.0
O -1.479 -4.409 1.459 0.1 -3.8 0.2
H -1.553 -3.525 1.818 -1.1 -3.8 2.8
H -0.822 -4.837 2.008 0.3 -0.5 0.2
O 2.337 -0.954 3.368 -3.4 2.9 7.1
H 2.819 -1.250 2.595 -0.5 1.3 1.4
H 2.063 -0.063 3.153 0.1 0.0 0.6
O 3.249 -1.672 1.711 9.6 -1.2 -1.2
H 4.145 -1.973 1.863 0.8 0.0 0.1
H 3.172 -1.616 0.759 1.5 0.9 -1.5

***

No. 2
58
Properties=species:S:1:pos:R:3:forces:R:3 method="wB97M-V/def2-TZVPD" e_homo_ev="-0.725 / -1.268" lumo_energy_ev="4.26 / 4.26" total_charge=-2 multiplicity=5
Cr -0.576 -0.079 -1.346 0.0 -0.6 0.3
S -1.038 -4.551 -4.251 0.2 0.6 0.1
As -2.032 -2.610 -4.092 0.2 -0.9 0.0
S -2.044 -1.899 -1.993 -0.1 0.1 0.4
S 0.069 1.765 -2.096 0.2 0.7 -0.4
S -4.014 -2.844 -4.756 -0.4 0.3 -0.2
C 2.339 -3.818 -2.463 0.0 -0.2 0.0
N 1.898 -3.274 -1.173 -0.8 -0.7 0.1
C 0.735 -4.015 -0.662 0.0 -0.4 -0.4
C 1.984 -1.932 -0.943 1.4 0.0 -0.1
N 1.030 -1.161 -0.533 0.0 -0.2 0.2
N 3.286 -1.448 -1.094 -0.6 0.4 -0.3
C 4.431 -2.251 -0.852 0.6 0.2 -0.6
C 3.592 -0.038 -1.315 -0.1 -1.2 0.0
H 1.431 -3.961 -3.059 0.1 -0.5 -0.1
H 2.941 -4.770 -2.381 -0.7 0.9 0.1
H 2.894 -3.058 -2.988 0.5 0.1 -0.1
H 1.017 -5.079 -0.499 0.1 0.6 -0.1
H -0.086 -4.012 -1.396 0.1 0.1 0.3
H 0.409 -3.593 0.278 -0.1 0.2 0.1
H 1.472 -0.347 -0.121 -0.1 0.3 0.1
H 4.150 -3.189 -0.439 -0.2 -0.8 0.3
H 5.111 -1.745 -0.169 0.1 0.1 0.3
H 4.999 -2.425 -1.776 0.0 -0.1 0.0
H 3.943 0.386 -0.396 0.1 0.7 0.7
H 2.729 0.456 -1.694 -0.8 0.7 -0.2
H 4.392 0.063 -2.038 0.2 -0.1 -0.3
C -0.680 -0.179 2.328 1.2 0.2 0.3
Si -1.020 1.051 0.913 -0.5 0.0 -0.8
C -0.045 2.641 1.462 0.4 0.0 0.1
C 1.432 2.308 1.177 -0.2 0.4 0.4
C -0.423 3.933 0.698 -1.2 -0.2 0.8
C -0.179 2.952 2.971 0.2 -1.5 -0.5
C -2.936 1.417 0.926 0.1 -0.4 0.5
C -3.634 0.058 1.011 -0.1 -0.9 -0.2
C -3.420 2.317 2.055 0.7 -0.3 0.1
C -3.317 2.107 -0.368 0.1 -0.1 0.0
H -1.061 0.169 3.277 -0.3 0.2 0.5
H 0.423 -0.310 2.481 -0.7 0.1 -0.2
H -1.069 -1.170 2.171 -0.3 -0.4 -0.3
H 1.596 2.205 0.114 0.1 -0.4 -0.3
H 1.806 1.464 1.771 -0.2 -0.2 -0.3
H 2.050 3.136 1.492 0.4 0.7 0.2
H -0.419 3.787 -0.397 0.1 0.2 0.5
H 0.262 4.731 1.048 -0.1 -0.1 -0.4
H -1.471 4.235 1.045 1.3 -0.2 -0.7
H 0.329 2.192 3.572 -0.1 -0.1 0.0
H -1.203 2.966 3.276 -0.7 0.1 0.3
H 0.264 3.877 3.244 0.5 1.2 0.1
H -3.502 -0.517 1.952 0.2 0.5 -0.3
H -3.317 -0.621 0.183 -0.2 0.5 0.5
H -4.717 0.192 0.909 -0.1 0.0 -0.1
H -2.983 2.010 3.001 -0.2 -0.1 0.4
H -4.498 2.319 2.131 -0.6 -0.1 0.0
H -3.106 3.333 1.866 0.1 0.4 0.1
H -3.241 1.416 -1.190 0.2 -0.2 -0.6
H -2.635 2.935 -0.528 -0.1 0.2 -0.4
H -4.345 2.476 -0.343 -0.2 0.1 0.1

***

No. 3
9
Properties=species:S:1:pos:R:3:forces:R:3 method="wB97M-V/def2-TZVPD" e_homo_ev="-8.366 / -8.365" lumo_energy_ev="-2.87 / -2.87"
C 0.085 -0.266 0.591 0.7 -2.5 2.6
N 2.802 -2.780 -0.365 -1.8 -1.6 -3.0
O 3.626 -2.668 0.469 2.6 0.2 2.0
O 2.858 -3.452 -1.400 1.4 -0.4 -0.1
O 0.650 -1.015 1.259 -1.7 3.1 -2.0
O 1.691 -2.221 -0.226 -2.2 2.0 0.7
I 1.474 1.631 -1.419 0.0 0.6 0.1
H -0.794 0.381 0.401 0.8 -0.4 -0.1
H 1.454 0.051 -1.430 0.2 -0.9 -0.2

***

No. 4
31
Properties=species:S:1:pos:R:3:forces:R:3 method="wB97M-V/def2-TZVPD" e_homo_ev=-6.774 lumo_energy_ev=0.43
C 4.290 0.135 0.366 1.0 -1.2 1.4
C 3.493 -0.156 -0.709 -0.5 0.6 -0.9
C 3.754 0.864 1.463 0.1 0.0 -1.9
C 2.208 0.385 -0.837 2.0 0.4 3.1
C 2.516 1.424 1.319 -1.5 0.6 1.2
C 1.682 1.164 0.195 3.2 -0.7 0.4
C 0.381 1.622 0.191 -5.8 -0.8 -1.1
C -1.284 0.137 -0.305 2.4 2.6 1.0
C -1.581 3.101 0.502 0.6 1.2 -1.3
C -2.490 2.220 -0.347 -0.8 1.6 -2.8
C -1.325 -2.124 0.847 -0.7 0.6 -0.6
C -1.597 -1.944 -1.679 -1.3 0.2 0.9
C -0.987 -1.318 -0.421 1.5 -1.0 0.0
N -0.135 2.725 0.410 0.1 0.6 1.2
N -2.327 0.788 -0.278 -0.6 -1.1 -0.3
H 5.279 -0.397 0.393 -0.9 0.9 0.3
H 3.859 -0.767 -1.535 0.1 0.1 0.3
H 4.214 1.132 2.377 1.1 -0.3 0.5
H 1.703 0.200 -1.688 -2.0 -0.6 -2.6
H 2.161 2.042 2.215 0.1 -0.9 -1.7
H -1.544 4.201 0.124 -0.5 -1.9 0.3
H -1.996 3.223 1.515 0.8 -0.6 0.0
H -3.605 2.446 -0.204 1.7 -0.2 0.0
H -2.305 2.506 -1.517 -0.3 -0.7 2.7
H -0.414 -2.102 1.424 -0.3 0.0 1.1
H -1.540 -3.147 0.575 0.2 -0.4 -0.2
H -2.278 -1.765 1.290 1.0 0.1 0.3
H -1.079 -1.372 -2.475 -1.1 -1.0 -0.4
H -2.737 -1.911 -1.601 1.4 0.8 -0.7
H -1.479 -3.041 -1.631 0.9 0.5 -0.5
H 0.155 -1.413 -0.558 -1.6 0.3 0.2

***

No. 5
10
Properties=species:S:1:pos:R:3:forces:R:3 method="wB97M-V/def2-TZVPD" e_homo_ev=-10.928 lumo_energy_ev=-0.48
C 0.004 -0.153 0.232 1.0 -1.3 -3.3
C -0.080 0.630 -1.075 -1.6 0.6 0.5
Br -0.896 2.471 -0.863 0.4 -1.4 -0.2
N 1.213 0.831 -1.727 0.9 0.5 -0.8
O 1.333 0.188 -2.742 0.4 -0.5 -0.7
O 2.051 1.591 -1.287 -0.5 -0.3 0.4
H 0.984 -0.110 0.676 0.2 -0.3 0.2
H -0.349 -1.125 -0.209 0.9 0.2 1.6
H -0.718 0.248 0.819 -2.1 0.8 2.2
H -0.692 -0.039 -1.732 0.5 1.7 0.0

***

No. 6
16
Properties=species:S:1:pos:R:3:forces:R:3 method="wB97M-V/def2-TZVPD" e_homo_ev=-10.014 lumo_energy_ev=0.27
O 0.615 -1.521 -0.646 1.5 -0.9 0.0
C -0.219 -0.729 -0.349 -2.4 -2.2 -0.9
C -0.083 0.690 -0.328 1.2 -2.9 -0.2
C -1.176 1.344 -0.229 -0.6 5.8 0.3
N -2.397 0.820 -0.010 -2.4 6.6 0.9
C -2.614 -0.423 0.174 -4.5 -7.0 4.2
O -3.639 -0.948 0.807 3.2 2.6 -3.0
N -1.596 -1.218 -0.183 1.1 -2.5 -1.1
H 0.847 1.036 -0.639 1.2 1.1 -0.1
H -1.028 2.489 -0.249 -1.1 -1.9 -0.1
H -3.132 1.475 0.404 1.3 -1.4 -0.9
H -1.912 -2.262 -0.360 1.5 2.9 0.8
C 4.677 -0.219 0.504 1.0 -1.9 1.2
C 3.490 -0.010 0.326 0.6 0.4 -0.9
H 5.676 -0.768 0.857 -2.8 1.9 -1.1
H 2.490 0.246 -0.078 1.5 -0.5 0.8

***

No. 7
26
Properties=species:S:1:pos:R:3:forces:R:3 method="wB97M-V/def2-TZVPD" e_homo_ev="-6.598 / -11.583" lumo_energy_ev="-3.37 / -6.95" total_charge=+1 multiplicity=3
C -0.128 -1.430 -0.049 0.7 0.7 1.2
C 1.266 1.980 -0.078 -1.8 2.1 0.2
C 2.055 0.242 1.478 -0.8 1.9 0.9
C 2.320 -0.022 -0.918 3.5 -1.9 -3.2
C -4.314 0.428 0.024 -1.5 -0.6 5.9
C 0.138 -0.041 -0.034 1.1 -2.8 0.2
N -1.415 -1.723 0.064 -1.7 0.2 -1.0
N -3.443 0.060 -0.792 4.2 -1.1 -5.0
N 1.434 0.544 0.040 0.3 -0.5 3.6
O 0.864 -2.354 0.165 -1.8 -0.9 0.4
H 1.483 2.247 -1.084 0.1 0.4 -0.8
H 0.181 2.251 0.118 1.5 -0.2 0.0
H 1.881 2.569 0.584 0.3 -0.2 0.2
H 3.109 0.581 1.482 -0.7 0.5 -0.1
H 1.398 0.825 2.292 1.5 -1.7 -1.9
H 2.158 -0.823 1.591 -0.7 -0.4 0.2
H 3.342 -0.222 -0.449 -1.5 -0.1 -0.6
H 1.878 -0.964 -1.391 0.9 1.3 0.9
H 2.590 0.660 -1.777 -0.8 -0.4 1.0
H -5.140 1.063 -0.175 -0.7 0.4 0.0
H -4.054 -0.049 1.047 -1.4 1.2 -1.0
H -0.569 0.574 -0.408 -2.4 1.7 -0.9
H -2.207 -0.967 -0.224 0.3 0.1 0.1
H -1.734 -2.613 -0.295 0.1 -0.6 0.2
H -3.540 0.381 -1.769 0.5 -0.5 0.5
H 0.447 -3.195 0.555 0.9 1.6 -0.8

***

No. 8
6
Properties=species:S:1:pos:R:3:forces:R:3 method="wB97M-V/def2-TZVPD" e_homo_ev="-8.928 / -10.486" lumo_energy_ev="0.79 / -2.93" multiplicity=3
N 2.535 0.395 0.648 0.7 0.4 0.7
N 0.809 -0.318 -0.742 0.4 0.1 0.0
N 1.662 0.074 -0.032 -0.6 -0.6 -0.8
N -1.659 -0.037 -0.061 3.8 1.2 -2.4
O -1.611 0.766 0.776 -1.5 0.9 2.4
O -2.219 -0.910 -0.556 -2.8 -2.1 0.1

***

Maximum force values (in eV/A) by entry order: 14.7, 1.6, 4.1, 6.0, 3.7, 9.4, 6.7, 4.7.